Molecular formula: C19H13AuBrN3OS
Method: DFT, ωB97M-V/def2-TZVPD

Computed properties:
Frontier orbital gap   6.632 eV
E_HOMO   -7.29 eV

```
! wB97M-V def2-TZVPD RIJCOSX def2/J DEFGRID3
* xyz 0 1
C 0.006 -1.894 3.506
C -4.755 -2.275 -0.313
C -4.899 -1.045 -0.956
H 5.161 1.786 -1.705
C 0.080 0.300 4.505
H -0.569 2.998 -1.101
C 0.649 1.278 -0.930
C 3.040 1.641 -1.355
H -1.643 0.874 -2.057
C -2.505 -0.672 -0.800
C 1.494 3.473 -1.539
C -3.505 -2.707 0.045
C 0.607 0.199 3.258
Au 0.636 -1.767 -0.256
H 5.569 -0.624 -1.214
N -0.371 0.438 -0.504
C 4.351 1.121 -1.433
C 0.438 2.610 -1.192
C -2.324 -1.951 -0.179
O -1.213 -2.531 0.179
H 1.282 4.516 -1.736
H -3.907 0.666 -1.723
C 4.579 -0.195 -1.167
C 1.990 0.761 -1.005
N 2.255 -0.565 -0.747
N 0.568 -1.052 2.699
H 3.593 3.656 -1.886
C -3.794 -0.281 -1.210
H 0.001 1.173 5.130
H 3.637 -2.056 -0.594
S -0.505 -1.227 5.005
Br -6.621 -0.449 -1.491
C 3.491 -1.009 -0.820
C -1.458 0.281 -1.150
C 2.770 3.004 -1.621
H 1.028 1.018 2.694
H -3.374 -3.672 0.518
H -0.162 -2.933 3.264
H -5.624 -2.889 -0.115
*
```

These are the Löwdin partial charges, in e, on atoms 1 to 4: number 1, C, carries -0.490; number 2, C, carries -0.128; number 3, C, carries -0.709; number 4, H, carries 0.122


Molecular formula: C22H18N5O8PdS4
Method: DFT, ωB97M-V/def2-TZVPD

Computed properties:
Energy above the lowest of the compared OMol25 structures with the same formula, charge and spin   0.0 kcal/mol
Frontier orbital gap (alpha / beta)   4.418 / 4.419 eV
E_HOMO (alpha / beta)   -11.35 / -11.35 eV

```
! wB97M-V def2-TZVPD RIJCOSX def2/J DEFGRID3
* xyz 1 1
H -5.236 -3.999 1.617
N 3.035 0.776 -2.482
H 1.144 -1.660 0.612
H 4.818 -3.234 -0.990
S -1.541 0.204 2.463
C -3.714 4.235 -2.946
C -3.051 -1.553 0.758
H 3.631 1.148 -3.202
C -3.232 -1.751 3.153
H -3.660 5.598 -6.662
H -4.067 3.890 -5.016
C -3.705 4.584 -4.269
S -1.045 4.712 2.043
H 5.057 -1.306 -2.518
H -2.434 7.108 -1.614
C -3.968 -2.586 0.630
O -0.930 -0.947 -0.684
H -4.241 -2.911 -0.363
O -1.737 0.524 3.852
O -2.914 5.774 0.517
O -1.947 1.316 1.539
O -0.184 -0.221 2.138
H 0.787 4.210 3.476
O -2.887 -1.832 -1.828
C 4.213 -1.386 -1.847
C 2.121 -0.525 -0.941
C 3.211 -0.420 -1.799
O -2.868 0.470 -0.953
H -2.418 7.735 -4.001
N -3.228 6.193 -5.978
H -4.078 3.265 -2.631
O -4.376 3.835 -0.038
C 1.896 1.339 -2.046
S -3.293 4.690 -0.353
C -4.146 -2.786 3.009
C -2.771 6.410 -2.369
C 0.721 2.852 1.680
N -1.940 3.600 -0.330
H -3.004 7.129 -6.262
C 2.977 -2.557 -0.107
C -4.519 -3.199 1.746
C -2.674 -1.124 2.049
H -2.945 -1.406 4.136
N -0.033 2.685 0.654
C -3.245 5.150 -1.990
H 1.509 2.263 -2.441
H 2.917 -3.412 0.551
C -3.238 5.854 -4.670
C -2.767 6.758 -3.695
S -2.466 -0.916 -0.817
C -1.097 3.620 0.574
C 4.069 -2.454 -0.989
H 1.531 2.172 1.904
C 0.292 3.943 2.551
Pd -0.410 0.881 -0.144
C 1.987 -1.601 -0.063
H -4.563 -3.257 3.888
N 1.317 0.604 -1.128
*
```

These are the Löwdin partial charges, in e, on atoms 1 to 4: number 1, H, carries 0.114; number 2, N, carries 0.142; number 3, H, carries 0.095; number 4, H, carries 0.111


Molecular formula: C6H11N5
Method: DFT, ωB97M-V/def2-TZVPD

Computed properties:
Energy above the lowest of the compared OMol25 structures with the same formula, charge and spin   82.1 kcal/mol
Frontier orbital gap   9.318 eV
E_HOMO   -8.50 eV
SMILES   [H]/N=C(/N)N(C#N)N1CCCC1

```
! wB97M-V def2-TZVPD RIJCOSX def2/J DEFGRID3
* xyz 0 1
H 2.400 0.053 -1.899
C 2.441 -0.292 0.386
N -3.032 -0.509 -0.659
H 2.631 -1.399 0.423
H -1.597 2.163 0.637
H 0.867 -0.668 1.985
H 3.227 0.386 0.421
N -2.354 1.631 0.103
H 0.068 1.048 -1.564
H -3.926 -0.246 -0.884
N 0.155 0.515 0.489
H -2.794 -1.446 -0.538
C -1.064 -1.610 0.627
H 1.268 1.931 -0.711
N -0.804 -0.426 0.108
H 1.500 1.083 1.852
C 0.760 0.945 -0.801
C 1.784 -0.111 -1.020
C 1.259 0.102 1.400
C -2.282 0.416 -0.110
H 1.041 -0.969 -1.226
N -1.547 -2.597 0.982
*
```

These are the Löwdin partial charges, in e, on atoms 1 to 4: number 1, H, carries 0.109; number 2, C, carries -0.119; number 3, N, carries 0.174; number 4, H, carries 0.118


Max |F| values, unit eV/Å, following the record order: 0.135; 0.633; 4.223.
Electronic energy values, unit eV, following the record order: -111001.1410; -93748.4006; -13847.4213.